w.
Molecular formula: C6H11O2
Method: DFT, ωB97M-V/def2-TZVPD

ORCA input file:
```
! wB97M-V def2-TZVPD RIJCOSX def2/J DEFGRID3
* xyz -1 1
O -2.4230 -1.0157 -2.1422
C -1.3639 -0.5158 -2.6371
O -1.0994 -0.5116 -3.8544
C -0.4407 0.2781 -1.6730
C -0.6841 -0.1773 -0.2516
C 0.2727 0.4472 0.8076
C 1.7779 -0.1778 0.7562
C -0.0703 0.3101 2.3133
H 0.4877 -0.1980 -2.1260
H -0.5420 1.3321 -1.8456
H -1.6659 0.0489 0.1869
H -0.6701 -1.2510 -0.1025
H 0.6110 1.4577 0.4938
H 2.3111 0.4183 1.4922
H 2.1018 -0.0158 -0.2654
H 1.6624 -1.2490 0.9452
H 0.0652 -0.7303 2.5898
H 0.7422 0.8890 2.7392
H -1.0726 0.6611 2.5738
*
```

Computed properties:
E_HOMO = -3.7 eV
orbital gap = 0.2669 Ha
structure (SMILES) = CC(C)CCC(=O)[O-]
M = 115.15 g/mol

Charges per atom according to Mulliken partitioning, unit e:
1 O -0.73
2 C 0.38
3 O -0.75
4 C -0.37
5 C -0.52
6 C 0.43
7 C -1.49
8 C -1.32
9 H 0.06
10 H 0.31
11 H 0.28
12 H 0.27
13 H 0.24
14 H 0.46
15 H 0.38
16 H 0.34
17 H 0.29
18 H 0.39
19 H 0.38


x.
Molecular formula: C6H11O2
Method: DFT, ωB97M-V/def2-TZVPD

ORCA input file:
```
! wB97M-V def2-TZVPD RIJCOSX def2/J DEFGRID3
* xyz -1 1
O -0.0991 -2.6145 3.0267
C -0.1459 -2.2566 1.8281
O 0.0220 -2.9822 0.8184
C -0.6383 -0.8122 1.5548
C 0.4059 0.1891 1.0240
C 0.8348 -0.0155 -0.4065
C -0.3299 0.3960 -1.3905
C -0.1088 1.7911 -1.8833
H -1.3132 -0.8765 0.7121
H -1.1427 -0.4089 2.4314
H 0.1506 1.2303 1.2839
H 1.4038 0.2131 1.5520
H 1.7120 0.5070 -0.7968
H 0.9659 -1.0926 -0.5259
H -0.3944 -0.3406 -2.1905
H -1.3279 0.4554 -0.9042
H -0.9695 2.2922 -2.3591
H 0.3206 2.4481 -1.1156
H 0.6542 1.8776 -2.6590
*
```

Computed properties:
E_HOMO = -3.9 eV
orbital gap = 0.2726 Ha
structure (SMILES) = CCCCCC(=O)[O-]
M = 115.15 g/mol

Charges per atom according to Mulliken partitioning, unit e:
1 O -0.76
2 C 0.44
3 O -0.72
4 C -0.37
5 C -0.66
6 C -0.80
7 C -0.24
8 C -1.28
9 H 0.18
10 H 0.26
11 H 0.37
12 H 0.29
13 H 0.45
14 H 0.35
15 H 0.32
16 H 0.22
17 H 0.35
18 H 0.29
19 H 0.33


In terms of stability, x leads; the second structure lies 0.0134 hartree higher.


w.
Molecular formula: C4H12O2
Method: DFT, ωB97M-V/def2-TZVPD

ORCA input file:
```
! wB97M-V def2-TZVPD RIJCOSX def2/J DEFGRID3
* xyz 0 1
O -1.2077 -0.1057 0.2235
C 0.3919 2.2169 1.0380
C 0.3480 -0.8086 -1.4987
C 0.4621 1.4790 -0.3198
C 0.1494 -0.0405 -0.1429
H -1.3422 0.2388 1.1310
H 0.8817 1.6742 1.8640
H -0.6585 2.4066 1.3157
H 0.9008 3.1862 0.9034
H 0.1183 -1.8824 -1.3954
H 1.3941 -0.7030 -1.8322
H -0.3124 -0.3802 -2.2713
H -0.1881 1.8411 -1.1392
H 1.5100 1.5339 -0.6724
H 0.7231 -0.6063 0.6191
O -1.1112 -3.7376 0.6373
H -1.0689 -2.9781 0.0131
H -0.9903 -3.3345 1.5268
*
```

Computed properties:
E_HOMO = -10.3 eV
orbital gap = 0.4064 Ha
structure (SMILES) = CC[C@H](C)O.O
M = 92.14 g/mol

Charges per atom according to Mulliken partitioning, unit e:
1 O -0.56
2 C -1.17
3 C -1.29
4 C -0.33
5 C 0.23
6 H 0.34
7 H 0.30
8 H 0.31
9 H 0.35
10 H 0.28
11 H 0.36
12 H 0.32
13 H 0.28
14 H 0.31
15 H 0.27
16 O -0.66
17 H 0.35
18 H 0.32


x.
Molecular formula: C4H12O2
Method: DFT, ωB97M-V/def2-TZVPD

ORCA input file:
```
! wB97M-V def2-TZVPD RIJCOSX def2/J DEFGRID3
* xyz 0 1
C 1.5385 0.5006 -0.3817
C 0.1152 -0.0673 -0.7227
C -0.6522 0.5411 -1.6671
C -0.4910 -0.8646 0.5052
H 2.0319 1.1386 -1.1422
H 1.7236 0.8647 0.6125
H 2.2175 -0.3772 -0.3706
H -1.6983 0.9172 -1.4604
H -0.2008 0.7554 -2.5840
H -1.3990 -1.4681 0.2318
H 0.1197 -1.8228 0.6356
H -0.7104 -0.3309 1.4307
H 4.1648 -0.5799 2.1704
H 3.8731 -1.6705 1.2118
O 3.9433 -1.5080 2.1483
H -5.3442 1.2606 0.4321
H -4.4880 1.7636 -0.7359
O -4.7436 0.9474 -0.3137
*
```

Computed properties:
E_HOMO = -8.6 eV
orbital gap = 0.3412 Ha
structure (SMILES) = C=C(C)C.O.O
M = 92.14 g/mol

Charges per atom according to Mulliken partitioning, unit e:
1 C -0.95
2 C 0.45
3 C -0.64
4 C -1.13
5 H 0.33
6 H 0.34
7 H 0.16
8 H 0.15
9 H 0.34
10 H 0.34
11 H 0.31
12 H 0.30
13 H 0.31
14 H 0.31
15 O -0.63
16 H 0.32
17 H 0.31
18 O -0.63


y.
Molecular formula: C4H12O2
Method: DFT, ωB97M-V/def2-TZVPD

ORCA input file:
```
! wB97M-V def2-TZVPD RIJCOSX def2/J DEFGRID3
* xyz 0 1
C -0.8840 0.0777 -1.5455
C -0.7389 1.2509 -0.6170
C -1.5968 1.6668 0.3202
C -1.5400 2.9692 1.0217
H 0.0040 -0.5500 -1.3897
H -1.7102 -0.5712 -1.2728
H -0.7625 0.4706 -2.5504
H -0.0781 2.0331 -0.9880
H -2.4765 1.0338 0.4891
H -2.4606 3.5533 1.1444
H -1.1304 2.8308 2.0375
H -0.8082 3.6464 0.5774
H 3.1131 -1.5343 -0.1018
H 2.1311 -0.4817 -0.2114
O 2.2500 -1.3983 -0.5058
H 1.4578 -2.9351 0.4215
H 1.4696 -4.3242 0.8496
O 1.4676 -3.4435 1.2644
*
```

Computed properties:
E_HOMO = -9.1 eV
orbital gap = 0.3595 Ha
structure (SMILES) = C/C=C/C.O.O
M = 92.14 g/mol

Charges per atom according to Mulliken partitioning, unit e:
1 C -0.77
2 C -0.21
3 C -0.04
4 C -1.09
5 H 0.13
6 H 0.30
7 H 0.27
8 H 0.28
9 H 0.27
10 H 0.32
11 H 0.26
12 H 0.30
13 H 0.32
14 H 0.31
15 O -0.67
16 H 0.33
17 H 0.33
18 O -0.64


z.
Molecular formula: C4H12O2
Method: DFT, ωB97M-V/def2-TZVPD

ORCA input file:
```
! wB97M-V def2-TZVPD RIJCOSX def2/J DEFGRID3
* xyz 0 1
C 3.1786 -0.6793 -0.4435
O 4.3087 -0.8457 0.4758
C 1.8708 -0.8052 0.3307
H 3.3532 0.3438 -0.7859
H 3.0368 -1.2523 -1.3693
H 3.7852 -1.3441 1.1176
H 1.8931 -0.0242 1.0975
H 1.0624 -0.4840 -0.3245
H 1.6484 -1.7808 0.7591
C -2.5946 0.1755 0.3012
O -1.1622 0.1333 0.1686
C -3.2906 1.3023 -0.4165
H -2.9008 -0.7723 -0.1483
H -2.8168 0.1967 1.3630
H -0.9137 0.8992 -0.3636
H -3.2364 1.3671 -1.5053
H -4.3562 1.3162 -0.1845
H -2.8659 2.2537 -0.0723
*
```

Computed properties:
E_HOMO = -10.1 eV
orbital gap = 0.4022 Ha
structure (SMILES) = CCO.CCO
M = 92.14 g/mol

Charges per atom according to Mulliken partitioning, unit e:
1 C -0.18
2 O -0.49
3 C -1.04
4 H 0.24
5 H 0.24
6 H 0.32
7 H 0.36
8 H 0.21
9 H 0.37
10 C -0.16
11 O -0.47
12 C -1.19
13 H 0.24
14 H 0.24
15 H 0.28
16 H 0.35
17 H 0.34
18 H 0.35


In terms of stability, w leads; the second structure lies 0.0247 hartree higher.


w.
Molecular formula: C4H12O2
Method: DFT, ωB97M-V/def2-TZVPD

ORCA input file:
```
! wB97M-V def2-TZVPD RIJCOSX def2/J DEFGRID3
* xyz 0 1
C -1.3599 1.2449 -0.3586
C -0.5183 1.1410 0.9326
C 0.2507 -0.7121 1.3956
C 0.1974 -2.0363 1.0363
H -1.9015 0.3190 -0.5736
H -2.0946 2.0847 -0.2517
H -0.7205 1.5067 -1.2224
H -1.0947 1.1699 1.8579
H 0.4144 1.8012 0.9883
H 0.8055 -0.1807 2.2227
H 1.0960 -2.7263 1.0634
H -0.7000 -2.4917 0.7620
H 1.3165 0.7848 -0.2695
H 1.9352 0.6290 -1.6596
O 1.9986 1.1475 -0.8502
H 0.1957 -1.9486 -2.0076
H 0.0373 -0.7705 -1.0396
O 0.1421 -0.9626 -2.0261
*
```

Computed properties:
E_HOMO = -9.0 eV
orbital gap = 0.3446 Ha
M = 92.14 g/mol

Charges per atom according to Mulliken partitioning, unit e:
1 C -0.84
2 C -0.87
3 C -0.05
4 C -0.74
5 H 0.29
6 H 0.32
7 H 0.28
8 H 0.42
9 H 0.52
10 H 0.23
11 H 0.22
12 H 0.39
13 H 0.29
14 H 0.34
15 O -0.68
16 H 0.30
17 H 0.22
18 O -0.65


x.
Molecular formula: C4H12O2
Method: DFT, ωB97M-V/def2-TZVPD

ORCA input file:
```
! wB97M-V def2-TZVPD RIJCOSX def2/J DEFGRID3
* xyz 0 1
C -0.1993 0.9065 -1.4224
O 0.0987 2.2841 -1.1340
C 0.7417 -0.0669 -0.6816
C 0.1178 -1.4375 -0.3798
C 0.8563 -2.1160 0.7951
H -1.3162 0.8327 -1.3659
H -0.1751 0.9642 -2.5482
H -0.3932 2.4643 -0.1677
H 1.1931 0.4129 0.2289
H 1.6533 -0.0994 -1.4162
H 0.2387 -2.1919 -1.2283
H -0.9775 -1.3180 -0.2983
H 1.9406 -2.1530 0.7645
H 0.4614 -3.1201 0.8874
H 0.6387 -1.7624 1.8128
H -1.2340 1.1651 2.7313
H -1.0045 0.3508 1.4088
O -1.3643 0.3082 2.2993
*
```

Computed properties:
E_HOMO = -10.4 eV
orbital gap = 0.3991 Ha
structure (SMILES) = CCCCO.O
M = 92.14 g/mol

Charges per atom according to Mulliken partitioning, unit e:
1 C -0.69
2 O -0.54
3 C -0.51
4 C -0.36
5 C -1.24
6 H 0.31
7 H 0.34
8 H 0.31
9 H 0.39
10 H 0.33
11 H 0.29
12 H 0.36
13 H 0.33
14 H 0.38
15 H 0.31
16 H 0.32
17 H 0.34
18 O -0.66


In terms of stability, x leads; the second structure lies 0.0940 hartree higher.